No. 1
21
Properties=species:S:1:pos:R:3:forces:R:3 method="wB97M-V/def2-TZVPD" homo_lumo_gap_ha=0.3415 total_energy_ha=-913.51488 homo_energy_ev=-8.54
C -1.7251 2.5889 -1.2942 0.20 -0.27 0.02
C -1.0609 1.8542 -2.1880 -0.32 0.43 0.29
C -0.8917 -0.1877 0.8129 1.21 3.48 -2.28
C 1.3536 -0.2683 1.5062 -0.03 0.36 0.06
C -1.1519 2.3133 0.0532 0.41 -0.23 -0.36
C 0.1841 -1.1396 1.0225 0.28 -0.47 0.12
C -0.0281 1.3770 -0.2913 -1.09 -2.36 2.37
C 0.5068 -1.8876 -0.2711 -0.15 0.04 0.08
N -1.8962 0.3618 1.2492 -0.24 -1.28 0.86
O -0.0284 1.1528 -1.6608 0.35 -0.20 -0.38
O -2.1905 1.6077 0.9005 -0.47 0.83 -0.12
S 1.5687 1.2621 0.4706 -0.25 -0.09 -0.14
H -2.5657 3.2263 -1.4669 -0.19 0.17 -0.16
H -1.1954 1.7423 -3.2481 -0.02 -0.03 -0.13
H 1.1712 0.0716 2.5262 0.03 -0.12 -0.03
H 2.3002 -0.8018 1.4647 0.04 -0.09 0.00
H -0.9150 3.1813 0.6686 0.07 -0.11 -0.05
H -0.0735 -1.8445 1.8235 0.04 0.10 -0.05
H 0.9032 -1.1964 -1.0108 0.02 0.01 -0.06
H -0.3982 -2.3387 -0.6727 0.00 -0.08 -0.06
H 1.2362 -2.6699 -0.0866 0.12 -0.08 0.03

No. 2
68
Properties=species:S:1:pos:R:3:forces:R:3 method="wB97M-V/def2-TZVPD" homo_lumo_gap_ha=0.1673 total_charge=-2 total_energy_ha=-2837.79315 homo_energy_ev=-1.25
Na -1.2542 2.9428 -2.5862 -0.07 -0.02 -0.03
C 4.1609 -7.3583 5.5054 0.01 0.01 0.00
O 4.7433 -6.0921 5.3070 -0.01 -0.01 0.00
C 4.0462 -5.2039 4.5217 0.02 -0.01 0.01
C 4.6395 -3.9640 4.3253 0.00 0.01 0.00
C 4.0125 -3.0079 3.5471 -0.01 0.00 -0.01
C 2.7768 -3.2578 2.9411 0.00 -0.01 0.01
C 2.1975 -4.5079 3.1529 0.02 0.00 0.00
C 2.8173 -5.4747 3.9317 -0.02 0.01 -0.02
C 2.0877 -2.2783 2.1097 0.01 0.02 0.01
N 0.9238 -2.4635 1.5394 -0.01 0.01 -0.04
C 0.6560 -1.3013 0.8552 -0.01 -0.03 0.03
C 1.6811 -0.3827 1.0162 0.01 -0.01 -0.01
N 2.5911 -1.0228 1.8256 0.00 0.00 0.01
C 1.7078 0.9062 0.4510 0.02 0.04 -0.01
C 2.6834 1.9117 0.7432 -0.02 -0.02 0.00
C 2.6095 3.1192 0.1609 0.00 -0.01 0.01
C 1.5713 3.3786 -0.8772 0.01 0.03 -0.04
N 0.4519 2.5000 -0.8651 0.00 -0.03 0.05
C 0.6001 1.3007 -0.3463 0.00 -0.02 -0.01
C -0.4910 0.3142 -0.5649 0.00 0.04 0.01
N -1.4881 0.6849 -1.3830 0.02 -0.01 0.00
C -2.4891 -0.1449 -1.6028 -0.01 0.01 0.00
C -2.5618 -1.4179 -1.0298 -0.01 0.01 0.00
C -1.5389 -1.8284 -0.2091 0.01 0.00 0.00
C -0.4704 -0.9614 0.0404 -0.02 -0.01 0.00
H 4.8479 -7.9152 6.1389 0.00 0.00 0.00
H 4.0290 -7.8942 4.5604 0.00 0.00 0.00
H 3.1911 -7.2829 6.0069 0.00 0.00 0.00
H 5.5969 -3.7646 4.7898 0.00 0.00 0.00
H 4.5036 -2.0515 3.4142 0.00 0.00 0.00
H 1.2424 -4.7091 2.6865 0.00 0.00 0.00
H 2.3306 -6.4307 4.0650 0.00 0.00 0.00
H 3.4739 -0.6473 2.1154 0.00 -0.01 -0.01
H 3.4595 1.7111 1.4799 0.00 0.00 0.00
H 3.3111 3.9100 0.3984 0.00 0.00 0.01
H 1.2186 4.4105 -0.8477 -0.01 0.00 0.01
H -3.2658 0.2223 -2.2684 0.00 -0.01 0.00
H -3.4047 -2.0621 -1.2468 0.00 0.00 0.00
H -1.5323 -2.8117 0.2460 0.00 0.00 0.00
S -6.2803 2.6895 -2.8618 0.02 0.01 0.04
C -5.8440 2.4041 -4.4916 -0.01 -0.01 -0.04
C -4.4920 2.4486 -4.6684 0.01 0.01 0.05
C -3.6997 2.7201 -3.4930 0.01 -0.01 -0.06
C -4.5603 2.8726 -2.4400 0.02 0.02 0.03
C -4.2065 3.1131 -1.0367 -0.01 0.00 -0.03
C -5.1331 2.9787 0.0101 0.03 0.00 0.04
C -4.7221 3.1703 1.3144 -0.02 -0.01 -0.04
C -3.3941 3.4833 1.5706 0.01 0.00 0.01
C -2.5435 3.6006 0.4814 0.01 0.00 0.01
N -2.9317 3.4420 -0.7770 -0.02 0.00 -0.01
H -6.6109 2.2218 -5.2326 0.01 0.00 0.00
H -4.0570 2.2836 -5.6495 0.00 0.00 0.00
H -6.1563 2.7023 -0.2090 0.00 0.00 0.00
H -5.4302 3.0596 2.1285 0.00 0.00 0.00
H -3.0220 3.6180 2.5776 0.00 0.00 0.00
H -1.4869 3.8133 0.6144 0.00 0.00 0.01
O 2.5303 4.1950 -4.3943 -0.01 0.01 0.00
S 1.4852 3.7496 -3.5022 0.03 -0.04 -0.02
O 2.2908 3.2946 -2.1817 0.02 -0.02 -0.01
O 0.7714 2.5590 -3.9723 0.01 0.00 0.03
O 0.5453 4.7767 -3.0636 -0.03 0.06 0.02
N -0.3437 -0.1220 -4.6461 -0.02 0.01 0.04
N 0.6751 -0.4537 -3.6799 -0.02 -0.01 -0.02
H -0.2585 0.8680 -4.8673 0.03 -0.01 -0.02
H -1.2276 -0.2186 -4.1595 0.00 0.00 -0.01
H 0.9536 0.4033 -3.2040 0.01 0.00 0.00
H 1.4826 -0.7485 -4.2144 0.01 0.01 0.00

No. 3
68
Properties=species:S:1:pos:R:3:forces:R:3 method="wB97M-V/def2-TZVPD" homo_lumo_gap_ha="0.1775 / 0.1741" spin_multiplicity=2 s_squared=0.847 total_energy_ha=-2545.00520 homo_energy_ev="-5.21 / -5.09"
Ru 0.1621 -0.7972 -0.0715 3.83 0.44 1.54
C -1.5925 -3.0719 -2.2099 -0.16 0.03 -0.28
O -0.3840 -3.0225 -1.4774 0.05 -0.05 0.06
C -0.0663 -4.2077 -0.7772 0.13 -0.06 0.46
C -0.2613 -4.0393 0.7330 -0.13 -0.26 -0.51
O 0.7077 -3.1090 1.1784 -0.38 0.50 -0.81
C 0.8000 -2.9551 2.5744 0.00 0.50 0.66
C -0.2436 -1.9932 3.1491 0.25 -0.24 -0.19
O 0.0224 -0.7229 2.5951 -0.05 -0.17 -0.15
C -0.8204 0.3029 3.0785 -0.10 0.14 0.16
H -1.5325 -3.8365 -2.9960 0.02 0.09 0.08
H -2.4556 -3.2847 -1.5689 0.08 0.05 0.01
H -1.7075 -2.0830 -2.6573 -0.11 -0.24 0.01
H -0.6782 -5.0471 -1.1289 0.09 0.07 0.00
H 0.9915 -4.4167 -0.9728 -0.13 -0.10 0.06
H -1.2811 -3.6800 0.9231 0.08 -0.06 0.08
H -0.1114 -5.0009 1.2488 -0.02 0.12 -0.13
H 0.7327 -3.9332 3.0748 0.02 0.15 -0.10
H 1.7888 -2.5179 2.7394 -0.08 -0.08 0.13
H -1.2623 -2.3217 2.8930 0.02 0.06 0.07
H -0.1522 -1.9616 4.2475 0.00 -0.03 -0.19
H -1.8740 0.0835 2.8701 0.11 0.03 0.03
H -0.6907 0.4336 4.1611 0.08 0.01 -0.09
H -0.5296 1.2108 2.5485 -0.05 -0.03 0.09
C 2.1438 -1.3397 -1.0959 -0.84 0.83 0.85
H 2.5102 -2.2525 -0.6233 -0.38 -0.03 0.09
H 2.1797 -1.3993 -2.1819 -0.50 0.00 0.00
O -2.9895 0.7508 -4.0623 -0.12 -0.19 0.50
S -2.6283 1.2816 -2.7756 -0.19 0.58 -0.63
O -1.7793 2.4590 -2.8417 -0.43 -0.51 0.20
N -2.0001 0.1261 -1.7909 -0.95 0.34 -0.14
C -2.7494 0.0086 -0.7157 0.87 -0.80 -0.51
S -2.3518 -1.1103 0.4801 0.67 0.04 -0.04
C -3.9186 0.8645 -0.6167 -1.14 1.10 -0.20
C -4.8343 0.9961 0.4266 0.46 -0.17 -0.36
C -5.8306 1.9485 0.3042 -0.26 0.17 -0.05
C -5.9293 2.7562 -0.8262 0.16 -0.16 0.01
C -5.0201 2.6231 -1.8705 -0.12 0.23 -0.14
C -4.0373 1.6770 -1.7434 0.56 -0.68 0.41
H -4.7485 0.3726 1.3049 0.01 -0.02 0.05
H -6.5518 2.0744 1.1006 0.01 -0.01 0.03
H -6.7113 3.4976 -0.8913 -0.07 0.04 0.00
H -5.0706 3.2500 -2.7468 -0.07 0.09 -0.09
N 2.0561 4.0249 -3.9479 -0.24 0.12 0.03
C 1.1145 3.6285 -3.0594 -0.03 0.31 0.00
N 0.0213 4.4046 -2.8921 0.03 -0.07 -0.04
N 1.3514 2.5449 -2.3827 0.77 0.02 -0.63
C 0.6003 1.9736 -1.5123 -0.32 -0.21 0.96
N 0.0882 1.3905 -0.6475 -0.05 -1.09 -0.12
H 1.9941 4.9343 -4.3691 0.08 -0.07 0.00
H 2.9368 3.5420 -3.9626 -0.05 -0.02 0.08
H -0.1759 5.0794 -3.6139 0.00 0.00 0.03
H -0.7933 3.8756 -2.5748 0.15 0.29 -0.06
N 4.2624 -0.2405 -0.1866 -0.02 -0.62 -0.97
C 2.8363 -0.1250 -0.5275 0.48 0.27 -0.92
N 2.1998 0.2100 0.7140 -2.95 -0.41 -2.47
C 3.1292 0.3576 1.6430 1.28 -0.42 2.22
C 2.9933 0.7664 2.9780 -0.28 -0.32 -1.20
C 4.1344 0.9079 3.7350 1.16 0.00 0.43
C 5.3993 0.6229 3.2165 -0.42 0.28 0.69
C 5.5691 0.2077 1.9021 -0.37 0.02 -0.61
C 4.4406 0.0883 1.1122 -0.32 0.36 1.20
H 4.9771 -0.5175 -0.8344 -0.04 0.05 0.11
H 2.7205 0.7118 -1.2420 -0.06 -0.13 0.00
H 2.0093 0.9791 3.3606 -0.13 0.03 0.14
H 4.0638 1.2623 4.7527 -0.03 -0.01 0.14
H 6.2711 0.7439 3.8418 0.06 0.02 0.11
H 6.5556 0.0137 1.5079 0.10 -0.07 -0.07

No. 4
81
Properties=species:S:1:pos:R:3:forces:R:3 method="wB97M-V/def2-TZVPD" homo_lumo_gap_ha=0.2760 total_energy_ha=-13696.89284 homo_energy_ev=-8.52
C -0.7199 0.1226 -0.2377 -0.22 0.94 -0.15
C 0.1558 1.3635 -0.7489 -0.95 -0.37 -0.99
O 0.9521 1.9073 0.3320 2.45 -1.21 -0.65
C 2.2417 1.3046 0.3683 2.83 -1.47 0.41
C 3.3047 1.5542 -0.7635 0.80 -2.01 2.53
N 3.0317 2.4149 -1.9452 -0.68 -1.92 1.60
C 4.6670 0.8459 -0.6180 -1.52 -0.58 1.45
C 5.0774 -0.1001 0.5297 -4.54 0.81 -0.67
C 4.0359 -0.3724 1.6363 -1.48 1.63 -2.90
C 2.6330 0.3574 1.5185 1.47 -0.18 -0.98
C 1.6082 -0.0104 2.7039 0.21 0.94 -0.11
O 0.8331 0.8269 3.1971 2.00 -2.82 -1.39
C 1.7189 -1.5359 3.2188 1.99 -0.68 0.65
B 0.3256 -2.3254 3.6132 -0.55 0.41 -0.19
O 0.1285 -2.9593 4.8894 1.07 -0.36 -2.34
C -0.8158 -2.3873 2.4279 1.01 -0.38 -0.44
C -1.1726 -3.9245 2.0390 -0.27 1.18 -0.42
C 2.9790 -2.1957 3.3138 -1.64 2.59 -0.90
C 4.2804 -1.3682 2.8682 0.26 -0.37 0.27
O 5.3695 -1.5050 3.4425 -2.87 0.08 -1.89
H -0.3837 -0.8494 -0.7227 -0.49 1.21 0.83
H -0.6708 0.0898 0.9048 0.03 -0.02 -1.70
H -1.8056 0.3447 -0.5183 1.49 -0.58 0.34
H 0.8123 1.0663 -1.6440 -0.87 0.30 1.40
H -0.5145 2.2173 -1.1260 0.93 -1.21 0.78
H 2.1191 2.8678 -1.7653 0.75 -0.06 -0.03
H 2.8219 1.7635 -2.7294 0.47 0.66 0.55
H 5.4428 1.0033 -1.4451 -1.35 -0.10 1.33
H 6.0894 -0.5983 0.5761 -1.53 0.62 -0.35
H 0.2827 -3.9196 4.7101 -0.54 0.85 0.56
H -0.3859 -1.9406 1.4575 -0.60 -0.49 1.54
H -1.7413 -1.7663 2.6986 1.64 -1.16 -0.29
H -1.7841 -4.4018 2.8647 0.87 0.36 -1.12
H -1.7917 -3.8431 1.0729 0.77 -0.49 1.52
H -0.2264 -4.5181 1.7797 -1.32 0.81 0.56
H 3.0984 -3.2611 3.6871 -0.07 1.64 -0.36
C 6.9443 1.7198 3.7385 0.25 -0.04 -0.17
Cl 6.0413 1.1849 2.2928 1.35 1.54 1.91
Cl 6.1765 3.1431 4.4382 -0.03 0.19 0.10
Cl 7.0490 0.4272 4.9369 0.10 0.24 -0.08
H 7.9553 1.9871 3.4377 -0.18 -0.03 0.09
C 1.7792 -2.7075 -2.1168 0.16 -0.13 0.31
Cl 0.5908 -3.8788 -1.5261 0.07 0.06 -0.03
Cl 0.9920 -1.4419 -3.0537 -0.20 -0.38 0.03
Cl 2.6752 -1.9794 -0.7793 -0.13 -0.30 -0.17
H 2.4852 -3.2295 -2.7589 -0.18 0.09 0.07
C -4.6817 -0.4598 -2.9067 0.11 -0.01 0.16
Cl -4.4137 -0.3800 -1.1608 0.08 0.45 -0.50
Cl -5.0488 1.1462 -3.5546 0.03 -0.09 -0.05
Cl -3.2706 -1.1501 -3.7203 -0.13 0.04 0.05
H -5.5357 -1.1074 -3.0930 0.15 0.14 0.01
C 2.1377 1.9006 -5.9107 0.06 0.06 -0.19
Cl 1.2780 1.4348 -7.3837 0.12 0.04 0.16
Cl 1.3769 3.3142 -5.1661 0.09 -0.11 0.05
Cl 2.1869 0.5511 -4.7663 0.08 0.38 -0.48
H 3.1592 2.1619 -6.1784 -0.19 -0.02 0.06
C -7.6639 3.5612 -2.4703 0.01 0.06 0.03
Cl -8.8155 2.4272 -1.7505 0.13 0.03 -0.09
Cl -8.5103 4.7789 -3.4350 0.08 -0.11 0.03
Cl -6.6843 4.3332 -1.2151 -0.04 -0.12 -0.15
H -7.0003 3.0031 -3.1289 -0.19 0.13 0.18
C -5.1296 -3.0785 1.8627 -0.04 -0.08 0.02
Cl -5.5802 -2.8504 0.1657 -0.17 -0.46 0.53
Cl -4.4548 -4.6924 2.1086 -0.06 0.24 -0.03
Cl -3.9815 -1.8275 2.3944 -0.81 -0.18 -0.22
H -6.0303 -2.9914 2.4666 0.18 0.02 -0.10
C 4.3734 5.6214 2.3503 -0.09 -0.07 -0.05
Cl 3.2122 4.3908 1.8381 0.14 0.05 0.07
Cl 4.8078 6.6714 0.9931 0.02 -0.06 0.08
Cl 3.7197 6.5756 3.6893 0.09 -0.08 -0.05
H 5.2739 5.1188 2.6960 -0.18 0.09 -0.07
C -0.9921 5.9886 -6.1868 -0.07 0.07 -0.01
Cl -1.0363 7.5361 -5.3309 0.05 -0.14 -0.05
Cl -2.1449 4.8506 -5.4751 0.14 0.04 -0.04
Cl -1.3285 6.2198 -7.9079 0.08 -0.05 0.13
H 0.0070 5.5709 -6.0870 -0.19 0.08 -0.05
C -6.8895 -8.0804 3.1651 0.02 0.03 0.05
Cl -6.6331 -8.0248 4.9145 -0.05 -0.03 -0.14
Cl -7.2295 -6.4631 2.5346 -0.23 -0.27 0.05
Cl -5.4828 -8.7808 2.3523 -0.12 0.04 0.04
H -7.7507 -8.7137 2.9654 0.17 0.12 0.04

No. 5
61
Properties=species:S:1:pos:R:3:forces:R:3 method="wB97M-V/def2-TZVPD" homo_lumo_gap_ha=0.3365 total_charge=-1 total_energy_ha=-1702.86900 homo_energy_ev=-6.51
Cl 0.2948 0.1208 0.3394 0.00 0.08 0.05
C -1.3602 0.5254 -3.7750 0.87 0.42 -0.70
C 0.1955 0.7648 -3.8735 1.36 -0.75 -1.04
O 0.8430 0.7018 -4.9423 -2.05 0.35 0.47
N 0.9321 0.9877 -2.7711 -0.65 0.32 0.54
C 2.3109 1.4592 -2.8072 -0.27 -0.24 -0.44
H -1.8710 1.4237 -4.1216 0.27 0.26 -0.21
H -1.8650 0.3220 -2.8306 0.76 -0.31 0.30
H -1.6115 -0.2360 -4.5135 0.09 -0.11 0.16
H 0.5256 0.8018 -1.8654 0.08 -0.02 0.28
H 2.9234 0.9799 -3.5709 -0.18 -0.72 0.25
H 2.7134 1.3144 -1.8046 0.15 0.16 -0.17
H 2.3791 2.4925 -3.1474 -0.29 0.37 0.48
C 1.0086 3.9999 -0.4052 0.47 0.09 0.75
C -0.4711 4.0815 -0.5556 -0.81 0.13 -0.71
O -1.1020 5.1109 -0.5375 -0.26 2.30 0.42
N -1.1139 2.9567 -0.8265 -0.97 -2.54 -0.97
C -2.5795 2.7491 -1.0307 0.99 1.04 0.46
H 1.4928 4.7259 -1.0584 -0.08 -0.42 -0.46
H 1.3446 2.9665 -0.4904 0.31 0.22 -0.22
H 1.2934 4.3758 0.5775 -0.20 -0.19 0.27
H -0.5953 2.0936 -0.7479 -0.01 -0.13 0.19
H -2.9354 2.3522 -0.0799 -0.51 -0.17 -0.31
H -2.8367 2.1330 -1.8923 0.53 -0.50 0.33
H -3.0927 3.6808 -1.2685 0.35 0.26 0.48
C -0.2257 -4.2315 -1.0625 -0.46 -0.36 -0.19
C 0.8423 -4.0440 0.0040 0.51 -3.79 -2.53
O 1.7252 -4.8779 0.0490 1.32 -1.65 -0.47
N 0.8016 -3.1315 0.8770 -1.33 3.21 2.92
C 1.7976 -2.8820 1.9337 0.40 0.19 -0.77
H -0.9634 -4.9700 -0.7485 -0.33 0.32 0.80
H 0.1779 -4.8413 -1.8707 0.60 0.73 -0.23
H -0.7469 -3.3468 -1.4283 0.15 0.08 0.01
H 0.0753 -2.4528 0.6983 0.54 0.77 0.58
H 2.6423 -3.5642 2.0299 -0.53 -0.69 -0.87
H 1.3757 -2.9029 2.9385 -0.33 0.64 -0.28
H 2.2855 -1.9658 1.6008 -0.28 0.46 0.88
C -4.8112 0.2035 1.0351 0.56 -0.42 0.08
C -4.4866 -0.6675 -0.1751 1.74 0.75 -1.19
O -4.7902 -0.4395 -1.3373 -1.71 0.57 0.02
N -3.4844 -1.5800 -0.0520 -0.09 -0.92 1.10
C -2.6915 -1.8406 1.1548 -0.15 0.72 -1.07
H -5.3681 1.1224 0.8516 -0.22 -0.47 -0.44
H -3.8229 0.5192 1.3693 0.07 0.14 0.21
H -5.2270 -0.3577 1.8719 -0.18 -0.03 -0.09
H -3.2845 -2.0377 -0.9299 0.13 0.10 0.20
H -1.8286 -2.4682 0.9320 -0.59 -0.44 -0.05
H -3.3505 -2.2542 1.9182 0.50 0.07 0.34
H -2.2054 -0.8883 1.3669 -0.12 -0.03 0.88
C 4.6494 0.4504 1.7488 1.78 0.12 -0.02
C 4.0072 0.1186 3.0218 -2.77 -1.30 2.93
O 4.5474 -0.3508 4.0584 -0.43 1.10 -2.50
N 2.6327 0.2580 2.9680 1.42 -0.15 -0.04
C 1.7500 -0.2987 3.9447 -1.34 0.44 0.79
H 4.1229 1.0491 1.0055 -0.27 -0.07 0.40
H 4.9192 -0.5120 1.3139 0.21 0.08 -0.21
H 5.5523 0.9506 2.0988 0.37 0.07 -0.70
H 2.2409 0.6194 2.1102 -0.32 -0.25 -0.02
H 1.3788 0.4397 4.6554 0.52 0.38 0.37
H 2.1486 -1.1241 4.5346 0.37 0.08 -0.40
H 0.7911 -0.5844 3.5122 0.30 -0.39 -0.62